# 1
{
  "formula": "H80O40",
  "method": "ωB97M-V/def2-TZVPD",
  "species": ["H", "H", "O", "H", "H", "O", "H", "H", "O", "H", "H", "O", "H", "H", "O", "H", "O", "H", "O", "H", "H", "O", "H", "H", "O", "H", "H", "O", "H", "H", "O", "H", "O", "H", "H", "O", "H", "H", "O", "H", "H", "O", "H", "H", "O", "H", "H", "O", "H", "H", "O", "H", "O", "H", "H", "O", "H", "O", "H", "H", "O", "H", "H", "O", "H", "H", "O", "H", "H", "O", "H", "H", "O", "H", "H", "O", "H", "H", "O", "H", "H", "O", "H", "H", "O", "H", "H", "O", "H", "O", "H", "H", "O", "H", "H", "H", "H", "H", "H", "O", "H", "H", "O", "H", "H", "O", "H", "H", "O", "H", "H", "O", "H", "H", "O", "H", "H", "O", "H", "H"],
  "coordinates": [[1.578033, 2.697682, 1.856616], [2.320881, 1.520934, 1.790508], [2.267366, 2.353346, 1.257698], [-3.180561, 5.875668, 1.105458], [-3.629366, 4.416942, 1.662945], [-3.143209, 4.927262, 1.014266], [3.333332, -4.009076, -1.504174], [4.387783, -2.938021, -1.171304], [4.196212, -3.669308, -1.753964], [-5.546867, 2.150887, -2.402007], [-4.330541, 2.603158, -3.015987], [-5.281470, 2.737921, -3.119456], [3.060562, -3.956554, 3.313415], [2.657035, -5.347373, 2.780744], [2.586431, -4.404675, 2.608134], [0.710206, 0.828592, 2.675112], [1.003483, 1.117183, 3.550346], [-2.377373, -2.039702, -2.051367], [-3.201729, -2.513065, -2.300736], [0.110149, -2.231128, -3.377215], [1.012567, -1.692728, -2.270867], [0.910135, -2.423053, -2.872526], [0.136111, -2.666252, 3.344828], [-0.494552, -3.506452, 4.464468], [0.220578, -3.500797, 3.825936], [-1.683951, -0.453244, -0.455353], [-0.844788, -0.492948, -1.743051], [-1.033492, -0.987536, -0.931090], [2.993079, 4.981740, -3.275849], [2.090251, 3.827977, -2.751646], [2.980047, 4.217028, -2.698231], [4.984440, -1.307110, -1.603267], [5.717038, -0.971436, -1.086601], [-2.151639, -4.683736, 1.380143], [-2.944914, -4.049891, 2.496783], [-2.489591, -3.832638, 1.681357], [-0.768601, -2.965241, 0.518362], [0.525732, -3.279522, -0.079657], [-0.004143, -3.481875, 0.705538], [-1.237138, 2.586614, -2.901140], [-2.282921, 1.701465, -3.406630], [-1.987339, 2.064121, -2.583132], [-1.960872, -1.230914, 3.666977], [-0.603270, -0.529322, 3.846335], [-1.112692, -1.100559, 3.252932], [-5.047765, -0.128692, -0.727981], [-5.909052, 0.024170, -1.904887], [-5.048447, 0.319037, -1.585555], [2.683131, 5.315231, 2.409861], [2.940262, 3.702442, 2.462419], [2.718272, 4.527685, 2.893460], [4.724600, 1.649535, 3.056880], [5.394233, 0.969544, 3.148134], [1.992143, -0.309387, -6.010650], [2.346825, -0.674738, -4.520217], [2.200557, 0.065647, -5.152317], [-3.290168, 0.345501, 3.535995], [-2.937309, -0.063611, 4.321501], [-1.418062, -1.255962, -5.226756], [-2.174881, -2.193463, -4.287898], [-1.562756, -1.448944, -4.298869], [-0.183331, 0.525975, 0.709009], [-0.137171, -0.842513, 1.321610], [0.425861, -0.066928, 1.191886], [1.318180, 4.528638, -0.138652], [0.725157, 5.679599, 0.404343], [0.951679, 4.819162, 0.713779], [-0.905722, 2.208084, -1.132305], [-0.196482, 2.729609, 0.029269], [-0.680046, 1.929938, -0.226630], [-2.333503, 1.578506, 1.938621], [-2.391657, 3.063745, 1.507879], [-2.802084, 2.205655, 1.385146], [2.130202, 1.615381, -2.614110], [1.542788, 1.888209, -3.974053], [1.413488, 2.090473, -3.038124], [4.162722, -0.080067, 2.115783], [2.595995, -0.551907, 2.525362], [3.211748, -0.119382, 1.934639], [1.101458, -0.472957, -0.488703], [2.339374, -0.201364, -1.245841], [1.387713, -0.247205, -1.391691], [2.706763, -2.535339, 5.171099], [2.797560, -0.992452, 4.971332], [3.014269, -1.843798, 4.579960], [2.201198, -2.866927, 0.858305], [2.566608, -1.621001, 0.231465], [2.489157, -2.556681, -0.009148], [-1.279006, 1.993835, -6.576764], [-1.142419, 2.169543, -5.643657], [1.212766, -4.832418, -3.141203], [0.891078, -4.512151, -1.800815], [1.610377, -4.952954, -2.272290], [5.815428, 0.805261, 2.299210], [0.471505, 1.878845, 3.857725], [-2.606506, -0.934777, 4.098077], [-3.103252, -3.187912, -1.611769], [6.501841, -1.509797, -1.015038], [-0.639261, 2.973018, -5.537680], [3.811655, -1.638342, -3.809956], [2.966401, -2.081278, -3.612280], [4.058769, -2.056205, -4.642577], [-2.345594, 3.102301, 3.597917], [-2.816977, 2.317669, 3.895760], [-3.107031, 3.685204, 3.481300], [0.220164, 3.669544, 3.498031], [0.036173, 4.366116, 2.859778], [1.198321, 3.766560, 3.576468], [-2.440035, -0.179946, 1.658541], [-2.039998, -1.012682, 1.363580], [-1.711295, 0.008015, 2.277178], [-4.830089, -0.611318, -4.569121], [-4.407906, 0.089044, -4.054305], [-4.209745, -1.311611, -4.345840], [-0.148250, -5.671396, 1.925397], [-1.084626, -5.486311, 1.876305], [0.325075, -4.878785, 1.657257], [-5.584404, 2.381238, 0.866158], [-4.631234, 2.475113, 1.022190], [-5.545859, 2.123763, -0.064579]],
  "atomic_forces_ev_per_a": [[-0.237, 0.770, -0.817], [1.070, -0.149, -1.241], [-0.730, -0.491, 1.684], [-0.494, 0.110, 0.612], [-0.579, 0.777, 0.091], [0.867, -0.633, -0.805], [-0.161, 0.085, 0.011], [-0.275, -0.214, 0.494], [0.716, -0.419, -0.649], [-0.470, 0.029, -0.012], [0.194, 0.491, -0.251], [0.430, -0.348, 0.255], [-0.019, 0.037, 0.005], [-0.069, -0.005, 0.033], [0.198, 0.099, -0.387], [-0.303, 0.090, -0.222], [-0.074, -0.353, 1.221], [-0.479, 0.423, -0.443], [1.190, -0.163, 0.794], [-0.078, 0.228, -0.144], [0.311, 1.003, 0.774], [-0.273, -1.046, -1.100], [-0.138, -0.328, 0.182], [-0.119, 0.096, 0.025], [0.275, 0.036, 0.266], [-0.140, 0.368, -0.286], [0.089, 0.175, 0.176], [-0.826, -0.459, -0.198], [-0.037, 0.102, -0.074], [0.386, -0.211, -0.273], [-0.090, 0.336, 0.382], [0.594, -0.616, -0.636], [-0.229, 1.457, 0.961], [-0.266, 0.456, -0.390], [-0.194, 0.052, 0.171], [-0.409, 0.111, -0.106], [-1.299, 0.473, 0.089], [0.514, 0.020, 0.103], [0.892, 0.604, -0.954], [0.052, -0.005, -0.002], [-0.355, -0.706, -0.874], [0.332, 0.659, 0.148], [4.482, -2.214, -2.929], [0.273, 0.057, 0.323], [3.558, -1.568, 0.307], [0.517, 0.225, 0.108], [-0.010, -0.023, -0.594], [-0.525, -0.228, 0.532], [0.113, 0.945, -1.763], [0.303, 0.364, -1.377], [0.264, -1.207, 3.265], [0.032, 0.209, -0.364], [0.377, -0.494, 0.395], [-0.006, -0.151, 0.081], [0.163, 0.764, -0.790], [-0.380, 0.090, 0.331], [-0.453, -0.471, -0.762], [-1.349, 1.243, 2.326], [0.100, 0.189, -0.182], [-0.091, -0.109, 0.195], [0.089, -0.104, 0.097], [0.398, 0.635, -0.477], [0.666, -0.167, 0.150], [-0.383, -0.443, 0.250], [0.447, -0.818, 0.462], [-0.774, 1.536, 0.270], [0.247, -0.607, -1.027], [-0.430, -1.090, 0.421], [0.204, -0.328, 0.712], [0.667, 1.233, -0.631], [-0.128, 0.767, -0.561], [0.437, -0.208, -0.072], [-1.022, 0.320, -0.846], [-0.010, -0.117, 0.271], [0.001, -0.276, -0.074], [-0.578, 0.360, -0.388], [-0.771, -0.693, 1.129], [0.932, -0.424, 0.799], [-0.584, 0.460, -1.880], [-0.450, 0.355, -0.068], [0.245, 0.170, -0.396], [0.794, -0.057, 0.346], [-0.280, 0.177, 0.153], [-0.040, -0.074, 0.184], [0.199, -0.021, -0.415], [0.268, -0.838, 0.247], [0.392, 0.071, -0.211], [-0.409, 0.732, 0.701], [0.114, 0.306, -0.090], [-0.349, -0.597, 0.527], [0.668, -0.133, -0.447], [0.397, -0.002, 0.532], [-0.874, -0.299, 0.056], [0.092, 0.528, -0.111], [0.078, -0.272, -0.635], [-5.363, 2.283, 3.023], [-0.733, -0.341, -0.313], [-0.341, -0.697, -0.560], [0.192, 0.307, -0.384], [-0.684, -0.141, -0.139], [0.323, -0.401, 0.606], [0.373, 0.066, 0.099], [-0.633, 0.489, 1.275], [0.288, -0.194, 0.307], [0.267, 0.264, 0.112], [1.008, 0.088, 0.165], [-0.316, -0.084, -0.091], [-0.607, 0.403, 0.069], [-0.263, -0.723, -1.606], [-0.987, -0.195, -0.115], [-0.296, 0.182, -0.142], [0.582, 0.149, 0.209], [-0.507, 0.378, -0.065], [-0.248, -0.522, -0.035], [0.206, -1.809, 0.344], [0.741, -0.085, 0.307], [-0.400, 0.177, 0.217], [0.266, -0.021, -0.379], [0.134, -0.238, 0.380], [-0.384, 0.025, 0.025]],
  "mulliken_charge": [0.45, 0.11, -0.70, 0.26, 0.28, -0.53, 0.33, 0.22, -0.62, 0.30, 0.29, -0.65, 0.20, 0.24, -0.44, -0.04, -0.78, 0.37, -0.65, 0.23, 0.21, -0.31, 0.24, 0.22, -0.52, 0.07, -0.10, -0.14, 0.27, 0.31, -0.60, 0.31, -0.63, 0.24, 0.25, -0.53, -0.08, 0.16, -0.06, 0.10, 0.21, -0.59, 0.55, 0.20, -0.13, 0.19, 0.32, -0.49, 0.27, 0.36, -0.68, 0.36, -0.73, 0.25, 0.39, -0.64, 0.40, -0.71, 0.20, 0.27, -0.49, -0.17, -0.51, 2.19, 0.21, 0.22, -0.40, -0.33, 0.01, 0.65, -0.05, 0.03, -0.08, 0.16, 0.20, -0.30, 0.19, 0.09, -0.49, -0.12, 0.19, 0.18, 0.29, 0.26, -0.57, 0.22, -0.19, -0.31, 0.25, -0.52, 0.30, 0.24, -0.63, 0.31, 0.39, -0.03, 0.30, 0.28, 0.27, -0.58, 0.28, 0.30, -0.55, 0.27, 0.27, -0.64, 0.20, 0.40, -0.86, 0.22, 0.32, -0.65, 0.32, 0.30, -0.69, 0.18, 0.35, -0.71, 0.42, 0.34],
  "e_lumo_ev": -0.44,
  "relative_energy_kcal_mol": 256.1,
  "e_homo_ev": -9.92,
  "homo_lumo_gap_ev": 9.4856,
  "total_energy_ha": -3057.34921
}

=====

# 2
{
  "formula": "C2H4GdLiO",
  "method": "ωB97M-V/def2-TZVPD",
  "species": ["O", "Li", "C", "C", "H", "H", "H", "Gd", "H"],
  "coordinates": [[-0.646602, 0.532785, -0.379154], [-0.371453, 1.604282, -1.854944], [-0.754888, 0.883605, 0.901426], [-0.032543, 0.358441, 1.912159], [-1.506878, 1.656893, 1.117524], [0.685710, -0.447107, 1.732743], [1.760224, 1.607872, 3.605793], [-0.790660, -1.447824, -1.641971], [-0.325696, 0.564140, 2.942707]],
  "atomic_forces_ev_per_a": [[0.233, -0.616, -2.521], [0.005, 0.190, 0.545], [0.237, 0.005, 2.196], [-1.017, -0.296, -0.637], [0.224, -0.287, -0.111], [-0.090, 0.363, 0.054], [0.102, 0.062, 0.056], [-0.009, 0.404, 0.825], [0.315, 0.173, -0.407]],
  "mulliken_spin": [-0.15, -0.02, -0.04, 0.06, 0.00, 0.00, 0.97, 7.22, -0.03],
  "charge": 1,
  "spin_multiplicity": 9,
  "e_lumo_ev": [-4.41, -5.32],
  "relative_energy_kcal_mol": 46.3,
  "e_homo_ev": [-11.89, -8.90],
  "s2": 21.01,
  "homo_lumo_gap_ev": [7.4873, 3.5842],
  "total_energy_ha": -926.59939
}